# 1
67
Properties=species:S:1:pos:R:3 method="wB97M-V/def2-TZVPD" lumo_ev=2.0 fmax_ev_per_a=0.2 e_homo_ev=-4.104 charge=-1
Tl -0.67407 0.93055 -0.58773
O 1.81628 -2.54772 -1.07289
C 1.04157 -3.67651 -0.68679
C -0.26842 -3.77713 -1.44557
C -1.16848 -2.54785 -1.28228
C -1.46876 -2.27886 0.16656
C -2.17489 -3.20764 0.91948
C -2.36924 -2.98535 2.26972
C -1.85187 -1.83707 2.84020
C -1.19313 -0.94080 2.02256
N -0.99320 -1.15869 0.72048
H 1.73220 -2.42347 -2.02598
H 0.85524 -3.56036 0.38371
H 1.61488 -4.60051 -0.82861
H -0.79296 -4.67083 -1.09561
H -0.06077 -3.93368 -2.51033
H -2.10094 -2.69650 -1.82959
H -0.69250 -1.67286 -1.72544
H -2.58484 -4.08371 0.43352
H -2.93706 -3.69038 2.86342
H -1.99929 -1.60158 3.88425
H -0.83556 0.00563 2.40343
S -4.52119 0.14131 1.46763
As -3.77461 1.59149 0.15068
S -1.79310 2.38271 1.00275
S -2.91196 0.56051 -1.68849
S -4.95819 3.21406 -0.40542
C 1.12663 1.09032 -1.83204
C 1.16977 0.20453 -3.02888
C 2.32268 -0.52330 -3.33548
C 2.37557 -1.35954 -4.43756
C 1.26538 -1.47676 -5.27082
C 0.11060 -0.74514 -4.98959
C 0.06672 0.08216 -3.88322
C 1.31633 -2.34772 -6.41253
N 1.35945 -3.04256 -7.32824
H 1.05383 2.13473 -2.14378
H 2.01224 0.97938 -1.21113
H 3.18590 -0.43559 -2.68613
H 3.27382 -1.92143 -4.65915
H -0.75332 -0.83738 -5.63441
H -0.84734 0.62208 -3.65848
N 1.39501 1.50548 1.86512
S 2.83341 1.98178 2.28252
C 3.94198 0.60904 1.93709
C 3.51905 -0.38974 1.07289
C 4.38043 -1.43822 0.78497
C 5.63784 -1.48971 1.37531
C 6.03619 -0.50192 2.26425
C 5.18225 0.55457 2.55300
C 3.36114 3.07016 0.93225
C 2.34451 3.71912 0.24974
C 2.66647 4.60364 -0.77114
C 3.99341 4.83995 -1.09750
C 5.00513 4.19474 -0.39715
C 4.69326 3.31113 0.62483
H 0.75070 1.77461 2.60448
H 2.52092 -0.35604 0.65356
H 4.05203 -2.21043 0.10255
H 6.30548 -2.31266 1.15291
H 7.00684 -0.55733 2.74056
H 5.47457 1.32324 3.25908
H 1.31404 3.50792 0.51247
H 1.87357 5.10464 -1.31197
H 4.24169 5.52687 -1.89654
H 6.04203 4.37488 -0.65149
H 5.48522 2.79970 1.15579

=====

# 2
67
Properties=species:S:1:pos:R:3 method="wB97M-V/def2-TZVPD" lumo_ev=-1.6 fmax_ev_per_a=3.8 e_homo_ev=-6.973 charge=0
In 1.87370 -16.71927 10.19495
C 2.72356 -12.57946 11.03350
C 3.01451 -14.00148 10.63054
O 2.05211 -14.82836 10.95968
C 4.25836 -14.33125 10.02613
C 4.74134 -15.63670 9.70394
C 6.13653 -15.76020 9.06795
N 4.07018 -16.73614 10.02759
N 4.63997 -17.95111 9.90007
C 3.81162 -18.93786 10.33590
O 2.50711 -18.86142 10.39004
C 4.38492 -20.24341 10.62112
C 3.42506 -21.22603 10.95517
C 3.80740 -22.59580 11.10722
C 5.15519 -22.93999 11.03274
C 6.11784 -21.92608 10.73965
C 5.74654 -20.58720 10.59093
H 2.63987 -12.48601 12.09559
H 1.69278 -12.33864 10.64672
H 3.37236 -11.77603 10.59811
H 4.91942 -13.52806 9.76168
H 6.93450 -15.68538 9.86309
H 6.30103 -14.91192 8.38441
H 6.20708 -16.73723 8.52750
H 2.35107 -21.02419 11.10150
H 3.03321 -23.33743 11.21162
H 5.43949 -23.99281 11.22468
H 7.19408 -22.24043 10.70753
H 6.47820 -19.85112 10.36985
O 1.66149 -18.20273 6.03025
C 0.43074 -17.94923 5.61842
C -0.05956 -18.69705 4.47720
C -1.38897 -18.58176 4.09688
C -2.20736 -17.63769 4.67083
C -1.76076 -16.87477 5.77858
C -0.47753 -17.11529 6.32492
C 0.01907 -16.56177 7.70362
O 1.37394 -16.74995 8.04969
N -0.79791 -17.11018 8.69411
N -0.43717 -17.27995 10.03992
C -1.46701 -16.96896 10.87036
C -1.68698 -17.52860 12.16019
Br -0.85351 -19.41034 12.59332
C -2.73252 -17.11913 12.95613
C -3.07200 -17.56791 14.28258
C -4.47078 -17.61148 14.48043
C -4.98775 -17.93991 15.71784
C -4.14140 -18.25236 16.81145
C -2.76166 -18.33396 16.60770
C -2.26366 -18.05604 15.33516
H 1.85795 -17.60552 6.88257
H 0.58408 -19.35192 3.93596
H -1.84940 -19.23275 3.33464
H -3.28797 -17.49965 4.40843
H -2.44178 -16.07793 6.23554
H -0.08868 -15.41774 7.63410
H -1.79002 -17.29324 8.49819
H -2.20897 -16.31335 10.44369
H -3.42282 -16.39129 12.55034
H -5.05129 -17.30410 13.60257
H -6.04425 -17.80053 15.96677
H -4.56317 -18.35496 17.82461
H -2.06136 -18.60628 17.40506
H -1.18007 -18.20063 15.13794
O 1.87560 -17.19603 12.73177
H 1.11352 -17.78024 12.86645
H 1.68595 -16.34855 13.18407

=====

# 3
75
Properties=species:S:1:pos:R:3 method="wB97M-V/def2-TZVPD" lumo_ev="-2.2 / -2.2" fmax_ev_per_a=3.8 e_homo_ev="-4.434 / -4.434" multiplicity=2 charge=0
Yb -0.32772 -0.46783 -0.21097
N 3.21273 -0.69886 2.67396
C 2.05713 -0.91218 2.01134
S 1.90229 -2.04891 0.77108
N 1.15695 0.08780 2.34599
N -0.15188 -0.13606 2.07807
C -0.96009 -0.57823 3.04020
C -0.58232 -0.50106 4.45929
C -0.80758 -1.47301 5.42386
C -0.29868 -1.29557 6.69578
C 0.38220 -0.12198 7.07641
C 0.43942 0.94880 6.13160
C 0.06206 0.71729 4.86715
C -2.19599 -1.10207 2.48738
C -3.30401 -1.32394 3.35264
C -4.55147 -1.63940 2.78042
C -4.68765 -1.68418 1.38295
C -3.54460 -1.49674 0.63877
N -2.30459 -1.29521 1.14249
H 4.10594 -1.13980 2.45460
H 3.09523 -0.27265 3.58921
H -1.40900 -2.37618 5.22087
H -0.40683 -2.04314 7.47021
H 0.77099 -0.01951 8.06835
H 0.76093 1.97287 6.40939
H 0.27026 1.48078 4.15920
H -3.30162 -1.12477 4.40026
H -5.40790 -1.81735 3.43342
H -5.66624 -1.83295 0.92094
H -3.61645 -1.49771 -0.41171
N 5.90129 4.99410 -1.13404
C 4.97809 3.97847 -1.10338
C 4.18809 3.69510 -0.01694
C 3.01115 2.96882 -0.06571
C 2.80458 2.28655 -1.27144
C 3.73015 2.32860 -2.36118
C 4.81722 3.17080 -2.26185
S 1.18895 1.61123 -1.51408
O 0.35815 2.25762 -2.51394
O 0.67024 1.58161 -0.14914
N 1.32084 -0.00330 -1.80455
C 1.69602 -0.74873 -2.88887
N 2.39835 -0.23178 -3.91065
C 2.68903 -0.99661 -4.94412
C 2.33262 -2.33925 -5.07147
C 1.60998 -2.79148 -3.98426
N 1.41928 -2.09387 -2.87669
H 6.23075 5.47524 -0.25141
H 6.54858 5.11656 -1.88944
H 4.47377 4.17257 0.90004
H 2.42702 2.90578 0.84507
H 3.64806 1.57699 -3.12946
H 5.50423 3.27323 -3.10542
H 3.32671 -0.47688 -5.64981
H 2.78608 -3.06525 -5.73629
H 1.19738 -3.80573 -3.95717
Cl -1.96778 -8.14423 -3.92805
Si -0.45026 -7.58796 -5.24256
Cl 1.12564 -6.44570 -4.32657
Cl 0.68588 -9.35919 -5.63405
C -5.19799 2.90419 -0.42278
C -4.18590 1.95043 -1.03645
C -4.24242 1.28232 -2.27791
C -3.04002 0.54344 -2.34243
N -2.31542 0.74321 -1.24125
N -3.04557 1.58793 -0.45124
C -2.50758 -0.21651 -3.44571
H -4.66820 3.36799 0.43696
H -6.05805 2.33629 0.02897
H -5.35484 3.65643 -1.19638
H -5.04359 1.29081 -3.01602
H -2.61023 2.16226 0.30021
H -1.38618 -0.20947 -3.38282
H -2.80375 0.24490 -4.39678
H -2.88189 -1.25579 -3.44205

=====

# 4
63
Properties=species:S:1:pos:R:3 method="wB97M-V/def2-TZVPD" lumo_ev=0.6 smiles="O=C(NC1CCCCC1)[C@H](c1cccs1)N(C(=O)Cc1c[nH]c2ccccc12)c1ccc(F)cc1" fmax_ev_per_a=0.6 e_homo_ev=-8.042 charge=0
O 0.10171 -1.02747 3.24465
C -0.05808 -0.07552 2.50548
N -1.19558 0.23840 1.88640
C -2.39802 -0.56632 1.99119
C -2.24511 -1.88746 1.22704
C -2.14082 -1.64113 -0.27325
C -3.37548 -0.89608 -0.76815
C -3.50011 0.44333 -0.04902
C -3.58720 0.23344 1.46243
C 1.10962 0.89616 2.20609
C 0.80023 2.30135 2.60873
C -0.20639 2.77436 3.38958
C -0.13355 4.17126 3.59776
C 0.92873 4.73853 2.97737
S 1.87184 3.58102 2.12718
N 1.54007 0.82592 0.80107
C 0.83581 1.44654 -0.17412
O -0.21068 2.03239 0.06160
C 1.36677 1.35962 -1.59501
C 0.33771 0.67653 -2.43936
C -0.74504 1.25273 -3.03635
N -1.48331 0.30226 -3.68591
C -0.89256 -0.91585 -3.51246
C -1.26750 -2.17457 -3.96391
C -0.46897 -3.24166 -3.61407
C 0.67909 -3.06546 -2.83636
C 1.05866 -1.82089 -2.38797
C 0.26638 -0.72214 -2.72105
C 2.72907 0.08163 0.58477
C 3.91453 0.72997 0.25376
C 5.07517 0.00068 0.07480
C 5.03270 -1.37239 0.24566
F 6.16207 -2.08519 0.07129
C 3.86876 -2.03267 0.59738
C 2.71039 -1.29664 0.76859
H -1.19347 1.03272 1.25232
H -2.54003 -0.79817 3.05546
H -3.11330 -2.51459 1.43902
H -1.35828 -2.40434 1.59563
H -1.25067 -1.04645 -0.48726
H -2.03576 -2.59054 -0.80182
H -3.30486 -0.73741 -1.84531
H -4.26573 -1.50015 -0.57519
H -4.39325 0.97171 -0.38989
H -2.63597 1.06436 -0.29439
H -3.63202 1.19887 1.97095
H -4.50188 -0.31425 1.69852
H 1.96036 0.53507 2.79995
H -0.97498 2.15063 3.80837
H -0.84781 4.72278 4.18226
H 1.22337 5.76876 2.95827
H 1.50385 2.38468 -1.94643
H 2.31180 0.82499 -1.64956
H -1.04334 2.28308 -3.04016
H -2.32233 0.47672 -4.21195
H -2.15424 -2.30951 -4.56595
H -0.73176 -4.23507 -3.94607
H 1.27798 -3.92878 -2.58635
H 1.94913 -1.69709 -1.78862
H 3.91988 1.80379 0.14240
H 6.00479 0.48110 -0.18510
H 3.87631 -3.10233 0.73196
H 1.79130 -1.78526 1.05313